The following is a quantum chemistry calculation of C48H42BN12PdS3 as an isolated structure, from the OMol25 dataset.

Values from the calculation:
- Total charge: +2
- E_LUMO (alpha / beta): -5.427 / -6.333 eV
- Spin multiplicity: 2
- Relative energy (zero: lowest compared OMol25 entry of this formula, charge and spin): 0.0 kcal per mole
- Molecular weight: 1000.4 g/mol
- E: -3858.025614 Eh

Structure (XYZ):
```
107
C48H42BN12PdS3 | the OMol25 dataset | ωB97M-V/def2-TZVPD
C 2.141 3.314 1.914
N -1.531 1.707 -0.164
H -0.703 -4.070 5.331
C 1.646 -4.972 0.519
N -0.030 -2.137 -2.842
H 2.071 3.576 2.961
C -6.484 0.837 0.791
C 1.144 2.419 -0.063
H -2.422 3.448 -4.964
H 4.167 3.977 1.713
N 2.666 -4.695 -3.634
C -5.822 1.605 -0.161
C -0.562 5.338 -2.855
C -2.094 4.632 3.927
H -2.095 2.479 3.997
N -0.032 -0.683 0.637
C -1.166 -1.839 -3.457
N 0.586 -3.121 -3.527
S -2.079 1.642 1.253
C -5.795 0.290 1.863
C -2.774 -3.569 2.693
C -0.560 -2.431 3.959
H 2.366 2.374 -1.831
H -1.646 5.773 -4.648
H 0.296 -1.992 4.450
H -2.117 4.749 5.001
C -2.222 -4.167 3.822
H 3.609 -7.070 -5.650
H -6.317 -0.311 2.595
H 4.319 3.380 -0.682
C -2.080 3.361 3.373
H 1.495 -5.457 -5.265
C 4.467 -0.815 -3.273
H 1.727 -5.719 1.287
H 3.677 0.466 -1.618
C 1.041 2.760 1.274
C -2.056 3.247 1.990
C 1.976 -5.100 -0.816
C 4.383 -5.951 -3.869
H 2.378 -5.937 -1.358
C -1.125 -3.602 4.452
H 0.127 2.610 1.833
C 3.623 -0.400 -2.251
H -3.878 0.093 2.830
C -4.432 0.512 2.002
H -3.930 2.419 -0.783
H -0.265 1.063 4.510
C -2.074 5.613 1.720
H -2.076 6.489 1.087
H -2.133 -2.684 -5.271
C -4.463 1.837 -0.042
H -2.098 6.739 3.543
C 2.410 -5.494 -4.708
C 2.318 2.633 -0.781
H 4.290 -0.377 3.199
N 2.855 -2.293 -2.962
S -0.397 -0.451 2.022
H 4.297 -2.721 -4.433
H -3.629 -4.017 2.206
H -2.634 -1.938 1.300
N 2.667 -1.310 -2.061
C -2.226 -2.404 2.189
C -2.061 4.351 1.148
H 2.344 -0.956 1.766
H -1.803 -1.062 -3.068
C 3.102 0.676 4.643
C -1.797 3.700 -4.119
C -2.088 5.750 3.103
C -0.176 4.361 -1.946
C 3.316 3.534 1.212
C -0.190 -3.455 -4.574
S -0.176 1.751 -1.041
C 3.405 3.197 -0.134
N 0.161 0.564 -1.882
H 0.088 -4.221 -5.271
H -7.547 0.663 0.693
C 1.189 -3.664 0.647
H -6.366 2.021 -0.997
C 1.827 1.088 5.016
C -3.791 1.279 1.040
C -0.614 3.060 -2.149
C -1.319 -2.663 -4.569
N -1.543 0.662 2.325
C -1.363 5.008 -3.937
H -0.228 6.357 -2.716
H 3.949 0.928 5.266
H 5.359 -6.357 -3.653
N 1.725 -3.938 -1.438
N 3.898 -4.984 -3.119
C 3.487 -6.316 -4.893
Pd 0.778 -1.180 -1.138
C 3.943 -2.026 -3.691
H 5.352 -0.327 -3.642
N 1.239 -3.061 -0.537
H 0.444 4.621 -1.099
H 0.810 -3.145 1.510
B 1.957 -3.567 -2.939
C -1.423 2.712 -3.225
C 3.296 -0.058 3.481
C 0.948 0.031 3.066
C 2.213 -0.389 2.680
H 1.684 1.655 5.925
H -2.047 4.229 0.072
H -2.651 -5.081 4.209
C 0.734 0.763 4.227
H -1.734 1.685 -3.361
C -1.126 -1.845 2.835
```

=====

The following is a quantum chemistry calculation of C48H42ClN4OP2S2Tl as an isolated structure, from the OMol25 dataset.

Values from the calculation:
- Total charge: +1
- E_LUMO (alpha / beta): -2.767 / -4.480 eV
- Spin multiplicity: 2
- Relative energy (zero: lowest compared OMol25 entry of this formula, charge and spin): 14.6 kcal per mole
- Molecular weight: 1056.8 g/mol
- E: -4260.102959 Eh

Structure (XYZ):
```
101
C48H42ClN4OP2S2Tl | the OMol25 dataset | ωB97M-V/def2-TZVPD
C -5.859 1.750 -0.257
C 0.896 2.740 2.096
C -0.707 -2.898 -5.470
C -2.237 -4.553 -6.593
C -2.117 2.720 0.067
H 3.389 -5.100 -0.908
C -0.942 4.419 1.814
N -0.947 2.393 0.583
C 1.750 0.651 -2.870
C -4.747 0.185 -1.693
H -4.521 -4.590 -5.239
C -3.844 -2.826 1.356
H 4.469 3.479 -3.458
C -5.667 1.201 -1.515
H -0.463 5.116 2.481
C 2.912 -0.189 2.163
H -2.659 -1.162 -6.003
C 3.545 -4.053 -1.123
H 0.120 -3.543 -7.337
C -5.134 1.281 0.828
H 2.887 1.605 3.088
C -2.793 3.883 0.401
S -0.415 2.581 -2.565
Cl -1.194 -0.198 2.826
S 2.218 -1.381 1.235
H -2.641 5.689 1.550
H 4.471 0.168 3.477
C -4.208 0.269 0.657
H -3.618 -0.076 1.493
H 5.928 -1.667 -0.939
C -0.355 3.199 1.469
H -1.678 -4.470 -7.520
C 3.304 2.529 -1.989
N 1.356 1.594 1.744
H -2.490 -4.905 3.650
H -1.841 -5.390 -6.022
H 2.170 0.223 -4.970
C 3.695 2.756 -3.251
C -2.721 -2.620 0.562
C -4.536 -3.202 -2.174
C 0.325 -3.089 -6.382
H 1.547 -3.731 -1.822
H 4.110 -0.308 -1.881
C -1.525 -3.266 0.868
C 3.219 1.948 -4.343
H -3.762 4.091 -0.020
C 2.516 -3.288 -1.632
H -4.777 -2.334 1.118
C 0.923 1.738 -2.349
H -2.544 2.030 -0.648
C -2.943 -3.351 -4.490
N 2.448 1.075 2.331
H -4.584 -0.243 -2.672
C -2.176 4.753 1.282
C 1.491 3.634 3.147
C -2.520 -2.637 -3.372
C 4.970 -2.122 -1.139
C 1.627 -2.714 -6.098
C 2.393 0.906 -4.164
C -1.449 -4.103 1.965
C 4.771 -3.464 -0.858
H 2.407 -2.883 -6.826
H 2.201 1.182 -0.682
Tl -0.286 -0.098 0.297
C 0.909 -1.858 -3.986
H 5.569 -4.050 -0.429
H -4.611 -3.773 3.104
H -0.520 -4.595 2.206
C 1.935 -2.121 -4.889
H -0.653 -3.111 0.240
H 0.853 3.615 4.030
H -3.791 -2.259 -6.796
C -3.750 -3.646 2.466
P -2.686 -1.494 -0.872
C 3.945 -1.352 -1.661
C -2.148 -3.260 -5.780
H 3.782 3.018 -1.151
H -2.205 -1.947 -7.516
H -5.883 -4.484 -3.227
H -5.288 1.711 1.806
C -2.741 -2.082 -6.579
H -3.266 -4.766 -6.863
C 2.217 1.593 -1.689
H 2.957 -1.875 -4.639
H 3.629 2.130 -5.325
C -4.023 -0.297 -0.604
C -0.397 -2.255 -4.274
H -6.575 2.545 -0.118
O -1.318 -1.993 -3.302
P 1.186 -1.052 -2.372
H 2.497 3.351 3.450
H -6.237 1.566 -2.356
C -3.319 -2.538 -2.233
C 2.708 -1.933 -1.902
H 1.547 4.656 2.780
C -4.163 -4.013 -4.402
N 4.063 -0.462 2.806
H -5.145 -3.127 -1.286
C -4.944 -3.952 -3.260
H 4.417 -1.400 2.754
C -2.558 -4.279 2.774
```